This record from the Open Molecules 2025 dataset describes a structure of composition C51H61GaNO2S at a distorted geometry. The level of theory is wB97M-V/def2-TZVPD.

```
117
Properties=species:S:1:pos:R:3
Ga 1.4897 -1.7290 -0.5965
S 2.4897 -2.8475 1.2069
O 3.5758 1.1176 -2.9081
O -3.7645 1.7908 -0.4724
N -3.7929 0.8212 1.5951
C 6.6414 -1.7024 -4.0371
C -7.4570 2.3489 6.0230
C -0.4720 -1.4046 -0.2235
C 2.3403 2.1434 2.6717
C 3.0233 -0.0630 -2.3369
C -6.9171 -3.4872 -0.8044
C -6.1732 0.7709 4.7418
C 1.3929 2.0243 5.2800
C 8.8315 -0.8336 -7.1365
C 9.7064 -0.8381 -6.0594
C -6.7544 1.1544 5.9427
C -3.7272 1.9064 0.7348
C -7.3001 -2.9257 -2.0146
C -3.6486 3.2560 1.4157
C 11.4716 -0.0548 -7.4946
C -6.9882 2.7796 3.7047
C -5.0918 6.3588 -2.6497
C 1.7625 -4.9690 6.5719
C -1.7986 -0.6269 1.8445
C 10.5950 -0.0496 -8.5710
C -6.4415 -1.2949 0.0605
C 2.2987 0.7309 -3.3894
C -7.5748 3.1615 4.9035
C 6.6495 -0.6106 -3.1795
C -6.2876 1.5831 3.6216
C 2.2045 -4.6479 5.2951
C 2.2585 3.3009 3.4349
C 1.9485 0.9263 3.2129
C 1.4779 0.8664 4.5177
C 7.5632 -2.7268 -3.8713
C 2.5502 -0.0079 -0.9158
C -5.7529 3.8677 -3.6750
C -6.8256 -0.7329 -1.1487
C -3.1435 -0.4308 1.1556
C -0.9314 -1.7170 1.2178
C -7.2563 -1.5487 -2.1856
C 8.4986 -2.6614 -2.8474
C -0.0227 -4.9341 4.4493
C 9.2754 -0.4417 -8.3922
C 0.4244 -5.2697 6.7886
C 8.5116 -1.5679 -1.9921
C 1.3143 -4.6287 4.2297
C 7.5870 -0.5452 -2.1580
C -6.4882 -2.6711 0.2333
C 11.0272 -0.4501 -6.2401
C -6.4055 5.0032 -4.1363
C -0.4685 -5.2524 5.7254
C -6.0746 6.2504 -3.6242
C -4.4393 5.2217 -2.1924
C 1.7824 3.2422 4.7382
C -4.7664 3.9725 -2.7029
H -1.0180 -2.0532 -0.9151
H 1.1772 -0.0859 4.9366
H -1.2416 0.3161 1.8924
H -3.0642 -0.4565 0.0724
H 1.0227 1.9777 6.2969
H -7.9128 2.6469 6.9588
H 2.5655 4.2500 3.0130
H 1.4283 1.2011 -2.9494
H -6.9497 -4.5611 -0.6711
H 9.2169 -3.4612 -2.7173
H 5.9120 -1.7531 -4.8359
H -5.8305 1.2808 2.6881
H -4.2197 3.2806 2.3440
H 0.0776 -5.5159 7.7848
H 1.6610 -4.3702 3.2359
H 2.4609 -4.9836 7.3998
H -1.9970 -0.9090 2.8879
H 11.7102 -0.4560 -5.4001
H -6.0987 -0.6562 0.8650
H -8.1236 4.0927 4.9660
H -3.7954 -1.2497 1.4715
H -3.6690 5.3071 -1.4360
H -7.1722 4.9168 -4.8962
H 9.3558 -1.1407 -5.0814
H -7.6290 -3.5621 -2.8264
H -7.0760 3.4150 2.8319
H 2.7072 2.1835 1.6536
H 2.2414 0.1059 -4.2729
H -6.7824 0.3406 -1.2815
H -6.6598 0.5223 6.8165
H 12.5013 0.2501 -7.6338
H -4.8334 7.3307 -2.2477
H 3.2465 -4.4078 5.1250
H 1.9485 0.9010 -0.8294
H 8.5917 -0.4404 -9.2318
H 3.4547 0.0454 -0.3018
H 2.0109 0.0238 2.6170
H 7.8018 -1.1348 -6.9920
H 5.9212 0.1816 -3.3067
H -0.0539 -1.8103 1.8646
H -2.6035 3.4675 1.6517
H 9.2415 -1.5137 -1.1941
H -4.2562 3.0909 -2.3393
H -0.7180 -4.9200 3.6192
H -1.4477 -2.6817 1.2499
H -3.3999 1.1016 2.4876
H -6.5812 7.1369 -3.9848
H 3.6950 -2.2738 1.2838
H -6.1864 -3.1086 1.1768
H 1.7149 4.1457 5.3320
H -1.5129 -5.4862 5.8925
H -0.7429 -0.3830 -0.5142
H -5.6281 -0.1628 4.6769
H 3.4484 -1.0091 -2.6631
H 7.5929 0.3046 -1.4877
H 1.6564 -2.6865 -1.8814
H -4.0131 4.0190 0.7326
H -7.5548 -1.1109 -3.1298
H 7.5543 -3.5769 -4.5422
H -6.0130 2.8949 -4.0731
H 10.9400 0.2612 -9.5492
```

max |F|	0.05384	Eh/bohr
2S+1	1
net charge	-1
calculated total energy	-4508.17787	Eh
relative energy (zero: lowest compared OMol25 entry of this formula, charge and spin)	0.0	kJ/mol
E_HOMO	-5.1	eV

Mulliken population analysis, charges in e, atoms 1 to 99: atom 1 (Ga): 0.060, atom 2 (S): -0.502, atom 3 (O): -0.482, atom 4 (O): -0.599, atom 5 (N): 0.137, atom 6 (C): -0.379, atom 7 (C): -0.398, atom 8 (C): -0.920, atom 9 (C): -0.391, atom 10 (C): 0.031, atom 11 (C): -0.381, atom 12 (C): -0.457, atom 13 (C): -0.379, atom 14 (C): -0.376, atom 15 (C): 0.231, atom 16 (C): -0.471, atom 17 (C): 0.679, atom 18 (C): -0.416, atom 19 (C): -1.087, atom 20 (C): -0.332, atom 21 (C): -0.587, atom 22 (C): -0.397, atom 23 (C): -0.303, atom 24 (C): -0.930, atom 25 (C): -0.410, atom 26 (C): 0.143, atom 27 (C): -0.710, atom 28 (C): -0.368, atom 29 (C): -0.266, atom 30 (C): 0.031, atom 31 (C): -0.521, atom 32 (C): -0.465, atom 33 (C): -0.075, atom 34 (C): -0.550, atom 35 (C): -0.461, atom 36 (C): -0.524, atom 37 (C): -0.488, atom 38 (C): -0.467, atom 39 (C): -0.836, atom 40 (C): -0.346, atom 41 (C): -0.439, atom 42 (C): -0.448, atom 43 (C): -0.483, atom 44 (C): -0.431, atom 45 (C): -0.391, atom 46 (C): -0.373, atom 47 (C): -0.040, atom 48 (C): -0.532, atom 49 (C): -0.553, atom 50 (C): -0.532, atom 51 (C): -0.352, atom 52 (C): -0.337, atom 53 (C): -0.381, atom 54 (C): -0.416, atom 55 (C): -0.391, atom 56 (C): -0.299, atom 57 (H): 0.396, atom 58 (H): 0.451, atom 59 (H): 0.457, atom 60 (H): 0.511, atom 61 (H): 0.365, atom 62 (H): 0.351, atom 63 (H): 0.384, atom 64 (H): 0.334, atom 65 (H): 0.355, atom 66 (H): 0.373, atom 67 (H): 0.489, atom 68 (H): 0.436, atom 69 (H): 0.308, atom 70 (H): 0.348, atom 71 (H): 0.234, atom 72 (H): 0.356, atom 73 (H): 0.383, atom 74 (H): 0.365, atom 75 (H): 0.258, atom 76 (H): 0.360, atom 77 (H): 0.115, atom 78 (H): 0.397, atom 79 (H): 0.352, atom 80 (H): 0.095, atom 81 (H): 0.349, atom 82 (H): 0.397, atom 83 (H): 0.421, atom 84 (H): 0.289, atom 85 (H): 0.403, atom 86 (H): 0.359, atom 87 (H): 0.351, atom 88 (H): 0.355, atom 89 (H): 0.380, atom 90 (H): 0.306, atom 91 (H): 0.358, atom 92 (H): 0.276, atom 93 (H): 0.291, atom 94 (H): 0.353, atom 95 (H): 0.434, atom 96 (H): 0.185, atom 97 (H): 0.284, atom 98 (H): 0.389, atom 99 (H): 0.501


This record from the Open Molecules 2025 dataset describes a cluster of 4 separate species, C4H13N2O in total at a distorted geometry. The level of theory is wB97M-V/def2-TZVPD.

```
20
Properties=species:S:1:pos:R:3
O -2.5029 0.6560 0.3251
N -1.0973 -1.8118 -0.4007
N -0.1609 0.2744 1.3715
C 0.2301 -1.3544 -0.4300
C 2.0633 -0.0001 0.2924
C 2.4926 0.9503 -0.7970
C 0.5789 -0.3090 0.4509
H -1.7866 -1.2258 -0.8127
H -1.7315 0.5820 0.8811
H 0.3759 0.3730 2.2375
H -4.9171 5.1205 -3.2003
H 3.4800 0.7461 -1.2690
H 2.6440 1.9383 -0.3371
H 2.4834 0.2871 1.2665
H -1.2935 -2.8118 -0.3620
H 1.7561 0.8795 -1.6620
H 0.8705 -1.7098 -1.1990
H -2.7228 1.5798 0.3710
H -4.8909 5.0822 -2.3350
H 2.3739 -1.0485 -0.0728
```

max |F|	0.13793	Eh/bohr
2S+1	1
net charge	+1
calculated total energy	-344.50919	Eh
relative energy (zero: lowest compared OMol25 entry of this formula, charge and spin)	676.5	kJ/mol
E_HOMO	-14.7	eV

Computed natural (NBO) charges, given in elementary charges: atom 1 (O): -0.981, atom 2 (N): -0.674, atom 3 (N): -0.410, atom 4 (C): 0.296, atom 5 (C): -0.437, atom 6 (C): -0.620, atom 7 (C): 0.160, atom 8 (H): 0.472, atom 9 (H): 0.469, atom 10 (H): 0.394, atom 11 (H): 0.008, atom 12 (H): 0.255, atom 13 (H): 0.245, atom 14 (H): 0.245, atom 15 (H): 0.431, atom 16 (H): 0.217, atom 17 (H): 0.249, atom 18 (H): 0.482, atom 19 (H): -0.008, atom 20 (H): 0.206


This record from the Open Molecules 2025 dataset describes the molecule C22H28N2O3. The level of theory is wB97M-V/def2-TZVPD.

```
55
Properties=species:S:1:pos:R:3
O 0.5052 -3.5828 1.9753
O 3.0323 -3.0643 0.6577
O -1.4554 0.1727 -4.0961
N -1.9061 -0.2715 -1.9182
N -1.0110 2.0527 -1.1313
C -0.7436 -3.7775 2.5878
C -1.7884 -1.7144 -1.9858
C -0.4574 2.7631 -3.3842
C 1.8046 -2.8120 0.1218
C -1.5904 0.5380 -2.9474
C -0.6778 1.9835 1.8009
C -0.5359 -2.1512 -1.2728
C -1.4835 2.0111 -2.5086
C 0.5473 -3.0445 0.7096
C 1.8507 -2.2444 -1.1495
C -0.3207 0.6440 1.7135
C 0.7054 -1.9131 -1.8418
C 3.1812 -3.7557 1.8765
C 0.7590 2.9450 -2.4683
C 0.8388 0.1820 2.3099
C -1.5527 3.0918 -0.2755
C -0.5967 -2.7059 -0.0025
C 1.3095 2.3900 3.1042
C 0.1507 2.8496 2.5050
C 0.4391 2.0492 -1.2601
C 1.6581 1.0536 3.0058
C -1.9016 2.5066 1.1076
H -0.1167 3.8945 2.5834
H 2.7019 -4.7364 1.8473
H 4.2571 -3.8820 1.9994
H -1.7463 -1.9745 -3.0465
H 1.6913 2.6548 -2.9469
H 1.1062 -0.8601 2.2274
H -2.4687 3.4927 -0.7182
H 2.7851 -3.1860 2.7200
H -0.9508 -0.0454 1.1696
H -2.6761 -2.1694 -1.5354
H 0.7699 -1.4742 -2.8255
H 0.8479 3.9847 -2.1490
H -0.2270 2.1578 -4.2603
H 2.8266 -2.0720 -1.5746
H -0.5214 -4.1969 3.5683
H -1.2828 -2.8328 2.7153
H 2.5643 0.6937 3.4701
H -2.3641 3.2932 1.7074
H -1.3653 -4.4836 2.0278
H 0.9153 2.3807 -0.3389
H -1.5677 -2.8795 0.4350
H -1.8211 0.1655 -1.0067
H -0.8493 3.9245 -0.1460
H -2.4881 2.4361 -2.5917
H -2.6271 1.7026 0.9709
H 0.7562 1.0206 -1.4609
H 1.9426 3.0761 3.6482
H -0.8528 3.7194 -3.7230
```

max |F|	0.01060	Eh/bohr
2S+1	1
net charge	0
calculated total energy	-1190.34557	Eh
relative energy (zero: lowest compared OMol25 entry of this formula, charge and spin)	260.3	kJ/mol
SMILES	COc1ccc(CNC(=O)[C@@H]2CCCN2CCc2ccccc2)cc1OC
E_HOMO	-8.0	eV

Computed natural (NBO) charges, given in elementary charges: atom 1 (O): -0.514, atom 2 (O): -0.498, atom 3 (O): -0.638, atom 4 (N): -0.620, atom 5 (N): -0.479, atom 6 (C): -0.250, atom 7 (C): -0.245, atom 8 (C): -0.435, atom 9 (C): 0.259, atom 10 (C): 0.675, atom 11 (C): 0.083, atom 12 (C): -0.052, atom 13 (C): -0.138, atom 14 (C): 0.218, atom 15 (C): -0.229, atom 16 (C): -0.250, atom 17 (C): -0.216, atom 18 (C): -0.238, atom 19 (C): -0.416, atom 20 (C): -0.196, atom 21 (C): -0.198, atom 22 (C): -0.250, atom 23 (C): -0.207, atom 24 (C): -0.246, atom 25 (C): -0.231, atom 26 (C): -0.224, atom 27 (C): -0.442, atom 28 (H): 0.206, atom 29 (H): 0.181, atom 30 (H): 0.188, atom 31 (H): 0.240, atom 32 (H): 0.216, atom 33 (H): 0.215, atom 34 (H): 0.198, atom 35 (H): 0.180, atom 36 (H): 0.206, atom 37 (H): 0.196, atom 38 (H): 0.226, atom 39 (H): 0.197, atom 40 (H): 0.243, atom 41 (H): 0.227, atom 42 (H): 0.201, atom 43 (H): 0.178, atom 44 (H): 0.213, atom 45 (H): 0.211, atom 46 (H): 0.177, atom 47 (H): 0.218, atom 48 (H): 0.210, atom 49 (H): 0.419, atom 50 (H): 0.179, atom 51 (H): 0.225, atom 52 (H): 0.206, atom 53 (H): 0.201, atom 54 (H): 0.212, atom 55 (H): 0.210


This record from the Open Molecules 2025 dataset describes the molecule C5H10N2 at a distorted geometry. The level of theory is wB97M-V/def2-TZVPD.

```
17
Properties=species:S:1:pos:R:3
N -0.5936 -0.6221 0.0663
N 0.2766 -1.1572 2.2438
C -1.7085 0.2054 0.5289
C 0.6629 -0.1658 -1.0065
C 0.5659 -0.8317 1.0424
C 1.5429 -0.5867 0.0846
C 0.4677 1.2977 -1.3389
H 1.0960 -1.1926 2.8376
H 2.5744 -0.8821 0.0461
H -2.1607 -0.2685 1.4007
H 0.4319 1.9051 -0.4361
H -1.3298 1.1784 0.8333
H -0.4278 1.4681 -1.9402
H -2.4507 0.3233 -0.2609
H 1.3309 1.6205 -1.9256
H -0.9399 -1.5280 -0.2430
H 0.6619 -0.7639 -1.9324
```

max |F|	0.03272	Eh/bohr
2S+1	1
net charge	0
calculated total energy	-305.91982	Eh
relative energy (zero: lowest compared OMol25 entry of this formula, charge and spin)	273.1	kJ/mol
E_HOMO	-6.6	eV

Computed natural (NBO) charges, given in elementary charges: atom 1 (N): -0.428, atom 2 (N): -0.849, atom 3 (C): -0.426, atom 4 (C): 0.062, atom 5 (C): 0.395, atom 6 (C): -0.586, atom 7 (C): -0.651, atom 8 (H): 0.354, atom 9 (H): 0.223, atom 10 (H): 0.245, atom 11 (H): 0.218, atom 12 (H): 0.219, atom 13 (H): 0.204, atom 14 (H): 0.204, atom 15 (H): 0.232, atom 16 (H): 0.407, atom 17 (H): 0.178